Here is an isolated molecule of C5H9N from the Open Molecules 2025 dataset. Energies are from ωB97M-V/def2-TZVPD.

XYZ file:
```
15
Properties=species:S:1:pos:R:3:lowdin_charge:R:1
C -1.46544 0.95950 0.34397 -0.1095
C -1.89343 -0.32863 -0.30595 -0.1127
C -0.55939 -0.23263 0.36552 -0.3347
N 0.55405 -0.29088 -0.54952 -0.0924
C 1.75355 -0.92198 -0.05415 -0.1507
C 1.73406 0.53159 -0.35633 -0.1357
H -1.17485 1.79867 -0.28060 0.1007
H -1.95295 1.23386 1.27643 0.0960
H -2.69066 -0.91641 0.13740 0.0941
H -1.81377 -0.38370 -1.38734 0.1015
H -0.41664 -0.74132 1.32125 0.1375
H 1.77354 -1.18609 1.00452 0.1021
H 2.20671 -1.65213 -0.71918 0.0989
H 2.18572 0.90047 -1.27577 0.0981
H 1.75951 1.22969 0.47976 0.1069
```

Summary:
SMILES string = C1CC1N1CC1
Kohn-Sham gap = 10.13 eV
E_tot = -6818.7105 eV



Here is a cluster of 2 separate species, C5H9N in total from the Open Molecules 2025 dataset. Energies are from ωB97M-V/def2-TZVPD.

XYZ file:
```
15
Properties=species:S:1:pos:R:3:lowdin_charge:R:1
N -2.87641 -0.41092 0.56142 -0.0848
C -1.71981 0.11895 -0.20356 -0.2306
C -0.63956 -0.10825 0.64635 -0.1847
C 0.65944 0.60110 0.22372 -0.1816
C 1.73370 -0.10506 0.03334 -0.1874
C 2.80786 0.29045 -0.99799 -0.0847
H -3.59626 -0.99489 0.09997 0.0507
H -3.20105 -0.62709 1.54062 0.0902
H -0.94420 -0.97432 -1.39677 0.3072
H -0.52344 -1.08262 1.13546 0.0942
H 0.52282 1.53884 -0.28388 0.0923
H 1.85141 -1.08855 0.59959 0.1239
H 2.50393 -0.08081 -2.03196 0.1018
H 3.78849 0.08113 -0.65028 0.0519
H 2.68340 1.32154 -1.15390 0.0417
```

Summary:
Kohn-Sham gap = 5.99 eV
E_tot = -6812.8969 eV



Here is an isolated molecule of C5H9N from the Open Molecules 2025 dataset. Energies are from ωB97M-V/def2-TZVPD.

XYZ file:
```
15
Properties=species:S:1:pos:R:3:lowdin_charge:R:1
C 0.03659 -0.62751 1.76660 0.0223
C 0.19249 0.77492 1.51585 -0.1322
C -0.52692 1.45476 0.36949 -0.1913
N -0.93447 0.47358 -0.77389 -0.0554
C 0.22209 -0.10174 -1.47226 -0.1701
C 0.27526 -1.50949 -1.57073 -0.0822
H 0.59392 -0.91433 2.54970 -0.0192
H 0.18903 -1.19272 0.74121 0.0632
H 0.88312 1.42283 2.07347 0.0920
H 0.11480 2.12939 -0.11085 0.0731
H -1.45479 2.00837 0.72693 0.1305
H -1.35766 -0.43363 -0.50353 0.0927
H 0.83135 0.68416 -1.88767 0.0995
H -0.27440 -2.12642 -2.23480 0.0195
H 1.20957 -2.04217 -1.18952 0.0576
```

Summary:
SMILES string = C=CCNC=C
Kohn-Sham gap = 7.42 eV
E_tot = -6815.0736 eV



Here is an isolated molecule of C5H9N from the Open Molecules 2025 dataset. Energies are from ωB97M-V/def2-TZVPD.

XYZ file:
```
15
Properties=species:S:1:pos:R:3:lowdin_charge:R:1
C -2.24830 -1.01064 0.52301 0.0249
C -0.91151 -0.81852 0.75114 -0.1341
C -0.10720 0.19814 0.06133 -0.4095
C -0.62089 0.99589 -0.89781 0.0204
N 1.29185 0.04822 0.42931 -0.0811
C 2.20438 0.55591 -0.61804 -0.1492
H -2.74216 -1.82408 1.02950 0.0497
H -2.84554 -0.26423 0.13009 0.0249
H -0.40913 -1.66588 1.34164 0.1147
H 0.10076 1.76615 -1.26671 0.0495
H -1.63306 0.83228 -1.38946 0.0818
H 1.20156 -0.90563 0.99562 0.1465
H 2.05196 0.11822 -1.71570 0.1158
H 3.31438 0.44691 -0.33700 0.0902
H 2.01938 1.63406 -0.71086 0.0555
```

Summary:
SMILES string = C=CC(=C)NC
Kohn-Sham gap = 8.90 eV
E_tot = -6818.2231 eV



Here is an isolated molecule of C5H9N from the Open Molecules 2025 dataset. Energies are from ωB97M-V/def2-TZVPD.

XYZ file:
```
15
Properties=species:S:1:pos:R:3:lowdin_charge:R:1
C -1.49387 0.97415 0.20343 -0.1097
C -1.88840 -0.43822 -0.15729 -0.1063
C -0.51235 -0.13799 0.34820 -0.3521
N 0.56837 -0.16980 -0.60176 -0.0851
C 1.73451 -0.93333 -0.21239 -0.1453
C 1.77204 0.54407 -0.21312 -0.1403
H -1.33840 1.68326 -0.60392 0.1038
H -1.93429 1.38978 1.10082 0.0935
H -2.59080 -0.97055 0.47848 0.0944
H -1.98589 -0.67279 -1.20862 0.0984
H -0.29100 -0.46842 1.36711 0.1412
H 1.70287 -1.43041 0.75514 0.1029
H 2.22457 -1.48381 -1.00504 0.0976
H 2.27764 1.08527 -1.01020 0.1008
H 1.75499 1.02878 0.75918 0.1062
```

Summary:
SMILES string = C1CC1N1CC1
Kohn-Sham gap = 10.47 eV
E_tot = -6818.8392 eV



Here is an isolated molecule of C5H9N from the Open Molecules 2025 dataset. Energies are from ωB97M-V/def2-TZVPD.

XYZ file:
```
15
Properties=species:S:1:pos:R:3:lowdin_charge:R:1
C -0.85738 0.47928 -2.04891 -0.0038
C -0.39036 -0.46459 -1.19769 -0.4085
N -0.70468 -1.83048 -1.33010 0.0654
C 0.63416 -0.07733 -0.07711 -0.0770
C 0.22080 0.62163 0.99196 -0.1711
C 0.97382 0.77124 2.33740 -0.1033
H -1.37096 0.19715 -2.93942 0.0258
H -0.68369 1.58608 -2.12989 0.0703
H -0.73638 -2.40132 -0.49387 0.0863
H -1.47055 -1.92372 -2.00840 0.0945
H 1.60255 -0.60886 0.05276 0.1075
H -0.58443 1.31176 0.72678 0.0995
H 1.72707 -0.04185 2.45816 0.0714
H 1.46876 1.71291 2.48870 0.0477
H 0.17129 0.66810 3.16964 0.0952
```

Summary:
SMILES string = C=C(N)/C=C/C
Kohn-Sham gap = 9.21 eV
E_tot = -6819.1625 eV



Here is an isolated molecule of C5H9N from the Open Molecules 2025 dataset. Energies are from ωB97M-V/def2-TZVPD.

XYZ file:
```
15
Properties=species:S:1:pos:R:3:lowdin_charge:R:1
C 0.67510 -0.44971 -1.26660 -0.0814
C 0.46158 -0.19937 0.22972 -0.4672
C 0.70408 1.26006 0.59698 -0.0902
C -0.89230 -0.68403 0.72278 -0.1837
C -2.06341 0.31567 0.18466 -0.1493
N -2.47930 -0.44456 -0.60732 0.1639
H 0.51462 -1.50150 -1.53292 0.0801
H 1.70159 -0.18412 -1.54465 0.0786
H -0.00804 0.15727 -1.87246 0.0769
H 1.17507 -0.82703 0.78231 0.1371
H 0.02745 1.91773 0.03857 0.0741
H 1.73431 1.54344 0.36189 0.0790
H 0.53200 1.43244 1.66554 0.0823
H -1.04508 -0.59402 1.79084 0.0952
H -1.03765 -1.74227 0.45065 0.1044
```

Summary:
SMILES string = CC(C)CC#N
Kohn-Sham gap = 11.43 eV
E_tot = -6818.7395 eV



Here is a cluster of 2 separate species, C5H9N in total from the Open Molecules 2025 dataset. Energies are from ωB97M-V/def2-TZVPD.

XYZ file:
```
15
Properties=species:S:1:pos:R:3:lowdin_charge:R:1
C 1.87744 0.56725 -0.33108 -0.1786
N 2.78854 -0.28765 -0.39778 0.1076
C 1.94469 -0.24503 0.86256 -0.1755
H 1.42585 1.35711 -0.92431 0.1011
H 1.24921 -1.07266 1.01014 0.0611
H 2.41825 0.13130 1.76852 0.0771
C -1.27860 1.33751 -0.25155 -0.0447
C -1.26376 0.13240 0.29944 -0.2697
C -1.33328 -1.16245 -0.46280 -0.1118
H -1.21609 2.24395 0.34842 0.0577
H -1.35280 1.46838 -1.33231 0.0632
H -1.19102 0.04742 1.38637 0.0990
H -1.12761 -1.00945 -1.52722 0.0764
H -2.32770 -1.61425 -0.36992 0.0747
H -0.61310 -1.89385 -0.07847 0.0623
```

Summary:
SMILES string = C1=NC1.C=CC
Kohn-Sham gap = 10.88 eV
E_tot = -6817.9242 eV



Here is the ion C5H9N2 with charge +1 from the Open Molecules 2025 dataset. Energies are from ωB97M-V/def2-TZVPD.

XYZ file:
```
16
Properties=species:S:1:pos:R:3:lowdin_charge:R:1
C 1.18348 1.34988 -0.25377 -0.0641
C 1.25278 -1.09430 0.45229 -0.0287
C 0.24259 0.31749 0.36163 -0.2548
C -2.32253 -0.28013 -0.02192 -0.0398
C -0.89316 -0.01531 -0.43471 0.0359
N 2.38411 -0.54288 -0.02255 -0.0295
N 2.57975 0.53497 -0.35297 0.1290
H 1.41906 2.11595 0.58258 0.1445
H 1.44103 -1.44060 1.48776 0.1550
H 0.86832 -1.87766 -0.14172 0.1146
H 0.00232 0.65246 1.35568 0.1384
H -2.63086 -0.44571 1.01748 0.0959
H -2.64379 -1.33528 -0.45121 0.1527
H -2.99599 0.25198 -0.74636 0.1220
H 0.96484 1.91839 -1.20999 0.1382
H -0.85194 -0.10924 -1.62221 0.1906
```

Summary:
Kohn-Sham gap (spin up / spin down) = 7.35 / 7.35 eV
E_tot = -8299.5603 eV
Total charge = +1



Here is the ion C5H9N2 with charge +1 from the Open Molecules 2025 dataset. Energies are from ωB97M-V/def2-TZVPD.

XYZ file:
```
16
Properties=species:S:1:pos:R:3:lowdin_charge:R:1
C 0.08087 0.55663 -1.07718 -0.1250
C -1.30650 0.64515 1.01544 -0.0574
C -1.11159 -1.77400 1.84194 0.1700
C -0.44282 -0.60229 2.01887 -0.1126
C 1.90243 0.73386 -2.78801 -0.0928
N -0.61675 0.83741 -0.10772 0.0842
N 0.69264 0.37604 -2.10023 0.1027
H -2.29806 0.36591 0.88129 0.1023
H -1.09782 1.57753 1.68163 0.1745
H -0.69113 -2.38576 1.08517 0.0921
H -2.00062 -2.19175 2.31036 0.1145
H 0.48047 -0.63413 1.45950 0.1108
H -0.52530 -0.01615 2.94758 0.1342
H 1.78466 0.78411 -3.90845 0.1003
H 2.83494 0.05032 -2.83525 0.1187
H 2.31459 1.67712 -2.42496 0.0835
```

Summary:
Kohn-Sham gap (spin up / spin down) = 7.36 / 7.36 eV
E_tot = -8299.6912 eV
Total charge = +1



Here is the ion C5H9N2 with charge +1 from the Open Molecules 2025 dataset. Energies are from ωB97M-V/def2-TZVPD.

XYZ file:
```
16
Properties=species:S:1:pos:R:3:lowdin_charge:R:1
C 3.50081 0.64638 -0.03993 0.0151
C 2.30648 -0.09924 -0.03354 0.0794
N 1.26820 -0.61830 -0.03291 0.1225
N 0.34003 -1.48145 -0.07314 0.0990
C -0.89794 -1.22510 0.08352 -0.0457
C -1.49271 0.09561 0.34555 -0.2111
C -2.87191 0.25709 -0.29051 -0.0807
H 3.96198 0.62631 0.95148 0.1227
H 3.29497 1.68581 -0.31052 0.1202
H 4.21093 0.21839 -0.75058 0.1205
H -1.54526 -2.09273 0.01483 0.1475
H -0.82164 0.90194 0.03702 0.1159
H -1.61328 0.17218 1.43401 0.1405
H -3.28825 1.21678 -0.00193 0.0849
H -3.54556 -0.52834 0.04139 0.0843
H -2.80686 0.22469 -1.37476 0.0850
```

Summary:
SMILES string = CC#[N+]/N=C\CC
Kohn-Sham gap = 10.36 eV
E_tot = -8301.9422 eV
Total charge = +1



Here is a structure of composition C5H9N2 from the Open Molecules 2025 dataset. Energies are from ωB97M-V/def2-TZVPD.

XYZ file:
```
16
Properties=species:S:1:pos:R:3:lowdin_charge:R:1
C 0.50827 1.42167 0.02487 0.0952
C -0.70505 0.35946 0.00550 -0.1873
C 1.24122 -0.46653 -0.97114 -0.0837
C 1.16437 -0.57881 1.03017 -0.0700
C -2.10579 0.41554 -0.13850 -0.0579
N 1.60631 0.46652 0.04790 -0.0888
N 0.14419 -0.97042 0.02492 0.0591
H 0.34157 2.46337 0.27793 0.1154
H 0.71020 -0.08035 -1.92012 0.1674
H 2.07421 -1.19398 -1.25188 0.1635
H 1.97081 -1.24311 1.16077 0.1203
H 0.68064 -0.14014 2.00528 0.1852
H -2.28842 1.45148 0.23827 0.1206
H -2.49985 -0.23339 0.66466 0.1062
H -2.39234 0.13261 -1.25654 0.1592
H -0.45034 -1.80392 0.05792 0.1957
```

Summary:
Kohn-Sham gap = 9.01 eV
E_tot = -8298.7336 eV
Total charge = +1